{"formula": "C21H43BiN2OP3", "method": "wB97M-V/def2-TZVPD", "symbols": ["Bi", "P", "P", "P", "H", "C", "C", "H", "C", "C", "C", "C", "C", "C", "C", "C", "C", "H", "H", "H", "H", "H", "H", "H", "H", "H", "H", "H", "H", "H", "H", "H", "H", "H", "H", "H", "H", "H", "H", "H", "H", "H", "H", "H", "H", "H", "C", "C", "C", "C", "C", "C", "O", "H", "H", "H", "H", "H", "H", "C", "N", "C", "C", "N", "C", "H", "H", "H", "H", "H", "H"], "xyz": [[-0.046069, 0.280704, 0.539345], [2.215035, 0.930851, 2.309730], [-0.916036, 2.361723, -0.600136], [2.010714, -0.681307, -1.067764], [-1.509692, -3.398693, 1.383975], [-0.456906, -3.644259, 1.213740], [0.449868, -3.665624, 2.191075], [0.205884, -3.426034, 3.236341], [1.810145, 1.198095, 4.083464], [3.058219, 2.500108, 1.852077], [3.621932, -0.234987, 2.520716], [-2.231096, 1.747201, -1.702544], [-1.675750, 3.477656, 0.581646], [0.319257, 3.214117, -1.638019], [2.760640, -2.301565, -0.709914], [3.419921, 0.422469, -1.427343], [1.264290, -0.986913, -2.691191], [-0.173083, -3.836800, 0.170344], [1.509039, -3.880351, 1.974411], [1.270124, 0.319830, 4.479310], [1.217811, 2.109600, 4.236197], [2.723644, 1.298466, 4.688847], [2.343246, 3.332065, 1.891545], [3.472431, 2.424594, 0.838771], [3.888125, 2.741576, 2.527723], [3.276166, -1.156659, 3.007026], [4.406910, 0.190859, 3.159607], [4.091010, -0.492828, 1.565611], [-2.744839, 2.524117, -2.285315], [-2.968786, 1.163860, -1.135498], [-1.720803, 1.060052, -2.379766], [-2.124659, 4.362536, 0.110883], [-0.911827, 3.811047, 1.292639], [-2.473320, 2.953733, 1.123120], [-0.066444, 4.111314, -2.142290], [0.694910, 2.527476, -2.406419], [1.150028, 3.515850, -0.992565], [3.251809, -2.652416, -1.630326], [1.990595, -3.024345, -0.396719], [3.513560, -2.195733, 0.082357], [3.971560, 0.027326, -2.293785], [4.097025, 0.466673, -0.560641], [3.046970, 1.431415, -1.661845], [2.029918, -1.330511, -3.404009], [0.777810, -0.087993, -3.094351], [0.502734, -1.770462, -2.568941], [-1.763493, -1.296193, -4.732394], [-2.867689, -1.236516, -5.590110], [-3.244994, -2.442344, -6.201460], [-2.525550, -3.628030, -5.944504], [-1.297085, -3.588072, -5.256851], [-0.843368, -2.359471, -4.761466], [-1.602787, -0.372250, -3.728078], [-2.422624, 0.179513, -3.656032], [-3.358907, -0.273076, -5.749828], [-4.087502, -2.445647, -6.908997], [-2.894692, -4.590838, -6.324534], [-0.674720, -4.484432, -5.111993], [0.158239, -2.199148, -4.373482], [-2.712986, 2.115597, 5.605575], [-2.270724, 1.144842, 4.608793], [-2.598163, -0.212225, 4.567014], [-1.957203, -0.752091, 3.489128], [-1.218808, 0.252152, 2.863861], [-1.435402, 1.383576, 3.574296], [-3.808999, 2.275068, 5.550760], [-2.443671, 1.764190, 6.624813], [-2.208143, 3.075553, 5.411668], [-3.253871, -0.665097, 5.280969], [-1.974506, -1.765583, 3.108067], [-1.034356, 2.382705, 3.383642]], "forces_ev_per_angstrom": [[0.89, -2.91, 2.05], [0.99, 0.96, 1.11], [-0.71, 2.25, -1.78], [0.84, 0.08, -1.34], [0.32, -0.27, 0.01], [0.15, 0.46, -0.19], [0.30, 0.46, -0.02], [0.03, -0.31, -0.51], [-0.68, -0.27, 0.13], [-0.33, 0.02, -0.50], [-0.27, -0.76, -0.62], [0.32, -0.56, 0.38], [0.04, 0.27, 0.54], [0.11, 0.06, 0.18], [-0.11, -0.03, 0.60], [-0.01, 0.12, 0.22], [-0.26, 0.19, 0.19], [-0.19, -0.14, 0.45], [-0.60, -0.06, 0.19], [0.06, 0.44, -0.19], [0.07, -0.34, -0.10], [0.00, -0.01, -0.53], [0.14, -0.16, -0.07], [-0.14, 0.08, 0.17], [-0.24, -0.31, 0.06], [0.01, 0.16, -0.19], [-0.42, 0.32, -0.10], [-0.12, 0.00, 0.16], [0.32, 0.09, 0.36], [0.08, 0.21, -0.05], [0.00, 0.19, 0.08], [0.21, -0.25, -0.15], [-0.19, 0.07, -0.04], [0.19, 0.02, -0.07], [-0.16, -0.27, 0.23], [-0.12, 0.05, 0.16], [-0.02, 0.02, -0.13], [-0.16, 0.14, 0.24], [0.34, 0.23, -0.13], [-0.22, -0.19, -0.19], [-0.13, 0.12, 0.26], [-0.16, 0.08, -0.35], [0.23, -0.30, 0.04], [-0.15, 0.08, 0.30], [0.07, -0.32, 0.05], [0.20, 0.31, -0.06], [-0.21, -0.93, -0.73], [0.58, -0.79, 0.42], [0.29, -0.08, -0.26], [-0.01, -0.04, -0.02], [-0.06, 0.50, -0.48], [-0.92, -0.04, 0.15], [-0.46, 1.81, 0.36], [0.87, -1.01, -0.74], [-0.21, -0.46, 0.12], [0.39, -0.11, 0.53], [0.19, 0.60, 0.10], [-0.41, 0.48, -0.35], [-0.47, -0.44, 0.06], [-0.29, 0.39, 0.68], [0.34, -0.96, -0.64], [0.38, 0.70, -0.39], [0.22, 0.80, -0.10], [-0.19, 1.30, 0.50], [-0.55, -1.01, 0.11], [0.68, -0.20, -0.02], [-0.18, 0.23, -0.72], [-0.21, -0.42, 0.11], [-0.15, -0.04, 0.23], [0.00, 0.22, 0.16], [-0.13, -0.54, 0.03]], "de_lowest_kj_mol": 25.2, "max_force_ev_per_a": 3.669, "homo_lumo_gap_ev": 3.8, "charge": 3, "spin_multiplicity": 1}

{"formula": "C21H43BrN5O5P", "method": "wB97M-V/def2-TZVPD", "symbols": ["C", "C", "C", "C", "C", "C", "P", "O", "O", "O", "C", "N", "Br", "C", "N", "C", "C", "O", "N", "C", "C", "N", "H", "H", "H", "H", "H", "H", "H", "H", "H", "H", "H", "H", "H", "H", "H", "H", "H", "H", "H", "H", "H", "H", "H", "H", "H", "C", "C", "C", "C", "C", "C", "N", "O", "C", "C", "C", "H", "H", "H", "H", "H", "H", "H", "H", "H", "H", "H", "H", "H", "H", "H", "H", "H", "H"], "xyz": [[2.799649, -1.250095, -1.266754], [1.943779, -1.074007, -2.529302], [0.596772, -0.418002, -2.187326], [0.756982, 1.086444, -2.039003], [-0.517682, 1.720354, -1.440146], [-0.350760, 2.598292, -0.207173], [0.869015, 2.108447, 1.048425], [0.652377, 2.849653, 2.294271], [2.349237, 2.285341, 0.497598], [0.625135, 0.544973, 1.232033], [-1.771100, 2.772907, 0.373579], [-1.848390, 4.102592, 0.995395], [-2.012545, 4.134727, 2.970027], [-0.765583, 4.741072, 0.523526], [-0.408921, 5.938440, 0.937265], [0.780773, 6.598245, 0.416104], [0.443217, 7.226943, -0.936378], [0.865582, 6.748661, -1.972699], [-0.377767, 8.387386, -0.846623], [-1.761672, 8.134582, -1.271712], [0.231057, 9.537137, -1.519871], [-0.018465, 4.045431, -0.422643], [2.581713, -2.206518, -0.802205], [3.848039, -1.221540, -1.553991], [2.642165, -0.438200, -0.558724], [2.474369, -0.405399, -3.206580], [1.789400, -2.043078, -2.987189], [-0.092579, -0.658334, -2.993871], [0.239799, -0.856749, -1.256981], [0.901193, 1.490222, -3.037717], [1.648387, 1.293357, -1.463934], [-1.169287, 0.905681, -1.133592], [-1.060618, 2.246579, -2.222234], [2.702732, 1.411577, 0.281990], [0.714369, 0.357482, 2.174594], [-2.237501, 1.946620, 0.893650], [-2.386817, 2.882770, -0.524686], [-0.985037, 6.390148, 1.626220], [0.994855, 7.418061, 1.091989], [1.623250, 5.924726, 0.348861], [-2.364760, 7.880005, -0.401955], [-1.851437, 7.308885, -1.976606], [-2.184426, 9.038201, -1.689794], [-0.082730, 10.438024, -0.999270], [-0.059759, 9.633854, -2.564622], [1.311711, 9.508948, -1.446476], [-0.277978, 4.312218, -1.369971], [-2.130392, -5.216778, -0.488000], [-1.260958, -4.800524, 0.713494], [-1.785253, -5.496217, 1.976488], [-1.509739, -7.001568, 2.047800], [-0.238977, -7.411619, 1.287864], [0.776955, -6.280477, 1.090447], [0.123538, -5.184515, 0.390714], [0.944315, -4.152536, 0.136328], [1.882321, -6.821731, 0.185228], [1.404649, -5.886955, 2.434654], [-1.432313, -3.302361, 0.918942], [-1.787288, -4.710050, -1.391136], [-3.183681, -4.955303, -0.330639], [-2.075713, -6.291300, -0.666913], [-1.339291, -5.016986, 2.851833], [-2.860556, -5.317306, 2.066552], [-1.425461, -7.292136, 3.097682], [-2.361540, -7.560672, 1.653713], [0.237192, -8.250103, 1.801357], [-0.520743, -7.793777, 0.302581], [1.485958, -7.051859, -0.804648], [2.303944, -7.738850, 0.606216], [2.689189, -6.099301, 0.070847], [1.894916, -6.752524, 2.888665], [0.669569, -5.513456, 3.149057], [2.158612, -5.112685, 2.292891], [-2.485446, -3.082624, 1.114484], [-1.130057, -2.738963, 0.037600], [-0.846825, -2.948207, 1.768612]], "forces_ev_per_angstrom": [[0.21, -0.16, -0.74], [-0.10, 0.54, 0.85], [0.73, -0.53, -0.29], [-0.84, -0.20, -0.36], [1.07, -0.25, -0.05], [-0.80, 0.43, 0.14], [-0.31, -0.08, 1.04], [0.10, 0.39, -0.14], [-0.26, -0.30, -0.17], [0.18, 0.09, -0.43], [-0.67, -0.03, -0.96], [1.12, -0.42, -0.27], [-0.48, 0.14, 0.86], [-0.66, -0.02, 0.23], [0.44, 0.02, -0.45], [-0.46, 0.66, 0.06], [0.70, -0.73, -0.88], [-0.50, 0.61, 0.93], [0.11, -0.05, -0.15], [-0.09, -0.22, 0.68], [-0.17, 0.30, 0.10], [-0.09, -0.36, -0.37], [-0.10, 0.00, 0.34], [0.21, -0.14, 0.17], [-0.12, -0.01, 0.21], [0.01, -0.14, -0.39], [0.05, -0.10, -0.23], [-0.40, 0.12, 0.08], [-0.23, -0.09, 0.07], [0.31, 0.21, -0.06], [0.07, 0.21, 0.01], [-0.13, -0.12, 0.12], [-0.14, 0.33, 0.05], [0.36, 0.02, -0.15], [-0.08, -0.36, 0.17], [0.35, 0.07, 0.73], [-0.17, -0.13, -0.09], [-0.06, 0.04, 0.14], [0.20, 0.02, 0.16], [0.01, -0.30, -0.08], [-0.13, -0.05, 0.07], [0.09, 0.09, -0.34], [-0.01, 0.13, -0.20], [-0.14, 0.13, 0.02], [0.10, -0.16, -0.20], [0.18, -0.17, -0.05], [0.48, 0.29, -0.10], [-0.23, 0.01, -0.06], [-0.65, -0.39, -0.18], [0.09, -0.16, 0.31], [0.03, -0.01, 0.00], [-0.31, -0.06, -0.05], [-0.09, -0.64, 0.12], [0.29, 0.69, 0.11], [0.13, 0.11, -0.11], [0.27, -0.02, -0.08], [0.09, 0.16, 0.21], [0.14, 0.29, -0.03], [0.09, 0.00, 0.03], [0.05, 0.02, 0.04], [0.05, -0.01, 0.03], [0.05, 0.08, -0.08], [0.00, 0.06, -0.09], [-0.02, 0.02, 0.00], [0.02, 0.00, -0.03], [0.12, 0.07, 0.00], [0.05, 0.11, -0.06], [-0.05, 0.04, 0.01], [-0.04, 0.01, 0.06], [-0.08, 0.08, -0.01], [-0.02, -0.03, -0.05], [-0.02, -0.02, -0.04], [-0.08, 0.06, -0.11], [-0.04, -0.12, 0.04], [0.10, -0.06, 0.01], [0.09, -0.02, -0.05]], "max_force_ev_per_a": 1.341, "homo_lumo_gap_ev": 1.5, "spin_multiplicity": 1}

{"formula": "C21H43ClIN2O2P", "method": "wB97M-V/def2-TZVPD", "symbols": ["C", "C", "C", "I", "P", "Cl", "H", "H", "H", "H", "H", "H", "H", "C", "C", "C", "C", "C", "C", "N", "O", "C", "C", "C", "H", "H", "H", "H", "H", "H", "H", "H", "H", "H", "H", "H", "H", "H", "H", "H", "H", "H", "C", "C", "C", "C", "C", "C", "N", "O", "C", "C", "C", "H", "H", "H", "H", "H", "H", "H", "H", "H", "H", "H", "H", "H", "H", "H", "H", "H", "H"], "xyz": [[-1.163335, -3.273524, 1.655125], [-1.822559, -1.884537, 1.580456], [-3.363879, -1.846025, 1.465190], [-4.088259, -0.011523, 2.384134], [-4.261941, -3.324775, 2.152019], [-5.542115, -3.667648, 0.572679], [-1.793141, -4.079351, 1.284851], [-0.256090, -3.264972, 1.047260], [-0.850215, -3.500341, 2.675521], [-1.434175, -1.364064, 0.700611], [-1.508044, -1.290680, 2.436285], [-3.656642, -1.705625, 0.425899], [-5.197757, -2.623065, 2.928343], [-3.295358, 6.373968, -1.875694], [-3.112759, 5.023127, -2.586361], [-4.455277, 4.329448, -2.843017], [-5.090355, 3.744937, -1.585202], [-4.123321, 2.780672, -0.902531], [-2.776689, 3.424446, -0.566312], [-2.238659, 4.088720, -1.804455], [-1.569688, 3.297677, -2.544171], [-2.932682, 4.396371, 0.612173], [-1.773287, 2.362931, -0.142586], [-2.434063, 5.310013, -3.917656], [-4.173834, 6.882331, -2.274543], [-3.416649, 6.304310, -0.802580], [-2.429279, 7.010730, -2.058045], [-4.293668, 3.520409, -3.561801], [-5.125330, 5.047980, -3.319586], [-5.393118, 4.544168, -0.902377], [-6.002542, 3.210366, -1.855384], [-4.552427, 2.384180, 0.020280], [-3.949991, 1.926528, -1.564553], [-2.057246, 5.040103, 0.706018], [-3.022431, 3.814562, 1.529726], [-3.821410, 5.019150, 0.550812], [-1.682042, 1.572505, -0.883268], [-2.105326, 1.921230, 0.797471], [-0.785183, 2.799874, 0.007573], [-1.423517, 5.687489, -3.764811], [-3.015267, 6.075192, -4.435912], [-2.376870, 4.427117, -4.547904], [4.105374, -1.409965, 2.114408], [4.221859, -2.943106, 2.100763], [5.682467, -3.403623, 2.057138], [6.348801, -3.195820, 0.701244], [5.546255, -3.891146, -0.395168], [4.087143, -3.435292, -0.446300], [3.494686, -3.550759, 0.934629], [3.088721, -4.738478, 1.186733], [3.995703, -2.009250, -1.009747], [3.280451, -4.338220, -1.369218], [3.573717, -3.447766, 3.382041], [4.891760, -0.986961, 2.740312], [4.177809, -0.945302, 1.139370], [3.145630, -1.112853, 2.538373], [5.715647, -4.468973, 2.304326], [6.228679, -2.878393, 2.843114], [6.458387, -2.128554, 0.488506], [7.358598, -3.608604, 0.727660], [5.992611, -3.712836, -1.376303], [5.572420, -4.971212, -0.222591], [3.010602, -1.579135, -0.824712], [4.146360, -2.049929, -2.088174], [4.751373, -1.334484, -0.616022], [3.369958, -5.384874, -1.094057], [3.650852, -4.213457, -2.387061], [2.223798, -4.069557, -1.349442], [2.502966, -3.243972, 3.380896], [4.025813, -2.916978, 4.222017], [3.717980, -4.514905, 3.523589]], "forces_ev_per_angstrom": [[0.30, 0.28, -0.09], [0.04, 0.03, -0.21], [0.14, 0.44, 0.22], [0.04, -0.10, -0.12], [0.08, -0.08, 0.08], [-0.14, -0.10, -0.13], [-0.03, -0.03, 0.00], [-0.02, -0.08, 0.06], [-0.21, -0.17, -0.05], [-0.07, 0.08, 0.10], [0.01, -0.06, 0.05], [-0.05, -0.22, 0.08], [-0.08, 0.02, 0.04], [0.09, -0.04, 0.08], [0.00, 0.38, 0.08], [-0.13, -0.14, 0.06], [0.07, 0.03, -0.01], [-0.16, -0.02, -0.09], [0.06, 0.19, 0.33], [-0.54, -0.18, -0.08], [0.48, -0.13, -0.17], [0.04, 0.06, -0.05], [0.10, -0.18, 0.03], [-0.02, 0.02, -0.14], [0.02, 0.01, -0.07], [-0.08, -0.04, 0.00], [0.03, -0.02, 0.01], [0.07, -0.01, 0.02], [-0.02, 0.00, -0.02], [0.03, 0.01, 0.01], [-0.03, 0.01, 0.02], [-0.02, -0.02, 0.01], [0.06, 0.02, -0.02], [0.00, 0.01, 0.00], [0.02, -0.04, 0.00], [-0.01, 0.00, -0.02], [0.01, 0.03, -0.03], [-0.02, 0.02, -0.01], [-0.01, 0.02, 0.00], [0.01, 0.00, 0.02], [0.00, 0.02, 0.00], [0.01, -0.02, 0.01], [-0.08, -0.01, -0.11], [-0.16, 0.44, 0.09], [0.14, -0.09, -0.11], [-0.06, 0.02, 0.01], [0.16, -0.05, 0.08], [-0.19, 0.40, -0.22], [0.66, -0.48, 0.07], [-0.41, 0.01, 0.02], [-0.05, 0.00, 0.07], [0.00, -0.12, -0.07], [0.02, -0.05, 0.12], [-0.01, -0.03, 0.07], [0.08, -0.02, 0.02], [-0.03, -0.02, -0.02], [-0.07, -0.01, -0.03], [0.02, 0.00, 0.02], [-0.03, 0.00, -0.01], [0.02, 0.02, -0.01], [0.02, 0.00, -0.01], [-0.06, 0.00, 0.02], [0.00, 0.00, 0.00], [-0.01, -0.04, -0.02], [0.01, -0.02, 0.00], [-0.02, 0.01, 0.04], [0.00, 0.02, -0.02], [-0.01, 0.02, 0.00], [-0.01, 0.01, -0.02], [-0.01, 0.02, 0.01], [0.00, -0.01, -0.02]], "max_force_ev_per_a": 0.822, "homo_lumo_gap_ev": [8.0, 9.1], "spin_multiplicity": 3}

> What is the formula in the second record?

C21H43BrN5O5P